No. 1
DFT (wB97M-V/def2-TZVPD) results for a 2-piece molecular cluster, C4H9NO2 overall.

XYZ file:
```
16
Properties=species:S:1:pos:R:3:forces:R:3:nbo_charge:R:1
H 0.7363 1.5300 -1.2972 -0.01 -0.05 0.14 0.22
C 0.5694 1.2154 -0.2625 -0.02 0.04 -0.01 -0.63
O 0.1852 -0.6077 1.1933 -0.03 -0.26 0.08 -0.74
H -0.3548 1.6800 0.0949 0.15 -0.06 -0.07 0.22
C -3.0989 0.5115 0.2853 -0.13 0.02 -0.07 0.85
H 1.6894 -2.0732 -0.5207 -0.01 0.15 -0.01 0.21
H -1.5308 0.0078 1.4336 -0.07 0.02 -0.09 0.45
C 1.7668 -0.9828 -0.6117 0.03 -0.02 -0.01 -0.63
H -0.3517 -0.6491 -0.8098 0.11 0.05 0.11 0.16
H 2.6019 -0.6416 0.0093 -0.11 -0.04 -0.08 0.22
H 0.1959 -1.5691 1.2957 0.02 0.17 0.03 0.48
O -3.7813 0.7206 -0.6489 0.47 -0.13 0.63 -0.53
H 1.3973 1.5769 0.3563 -0.09 -0.05 -0.09 0.21
C 0.4796 -0.2979 -0.1769 0.09 0.09 -0.25 0.09
N -2.4954 0.3314 1.3177 -0.35 0.10 -0.46 -0.79
H 1.9913 -0.7524 -1.6583 -0.04 -0.02 0.15 0.22
```
Forces are in eV/Å.

multiplicity = 1
structure (SMILES) = CC(C)O.N=C=O
HOMO energy = -10.6 eV
frontier orbital gap = 11.24 eV
energy above the lowest of the compared OMol25 structures with the same formula, charge and spin = 19.1 kcal per mole
energy = -363.05502 Eh



No. 2
DFT (wB97M-V/def2-TZVPD) results for the molecule C4H9NO2.

XYZ file:
```
16
Properties=species:S:1:pos:R:3:forces:R:3:nbo_charge:R:1
C -0.8722 -1.8673 0.4062 -0.02 -0.16 0.01 0.54
H 1.8830 -0.0084 -0.9151 0.12 0.18 0.15 0.21
C -0.6767 1.0352 -0.7530 0.44 0.15 -0.11 -0.06
O -1.9255 -1.7386 -0.2083 0.74 0.28 0.28 -0.63
H -2.1573 -0.0638 -0.3723 -0.54 -0.16 -0.12 0.49
N 0.0629 -0.9345 0.7325 -0.29 -0.37 -0.14 -0.61
H -0.4783 2.1164 -0.8337 0.11 -0.31 0.20 0.18
C 0.2430 0.4831 0.3666 -0.13 0.68 -0.36 -0.08
O -2.0369 0.8973 -0.4730 0.18 0.14 0.06 -0.73
H 2.0221 1.6480 -0.2523 -0.21 -0.22 0.08 0.22
H 2.3557 0.2428 0.7832 -0.02 0.13 -0.19 0.20
C 1.7188 0.6176 -0.0289 -0.11 -0.05 0.03 -0.61
H 0.0060 1.1105 1.2386 0.16 -0.30 0.00 0.20
H 0.8361 -1.2933 1.2877 -0.38 -0.01 -0.27 0.40
H -0.3955 0.6294 -1.7441 -0.10 -0.25 0.31 0.16
H -0.5853 -2.8742 0.7660 0.04 0.26 0.08 0.12
```
Forces are in eV/Å.

multiplicity = 1
structure (SMILES) = C[C@@H](CO)NC=O
HOMO energy = -9.9 eV
frontier orbital gap = 10.56 eV
energy above the lowest of the compared OMol25 structures with the same formula, charge and spin = 23.2 kcal per mole
energy = -363.04854 Eh



No. 3
DFT (wB97M-V/def2-TZVPD) results for C4H9NO2 as an isolated structure at a distorted geometry.

XYZ file:
```
16
Properties=species:S:1:pos:R:3:forces:R:3:nbo_charge:R:1
H 1.7878 -1.2886 0.3481 -0.08 -0.05 -0.05 0.21
C 0.5188 1.1464 0.1229 1.58 -0.67 -0.97 0.34
H 0.6254 -2.4907 -0.2472 -0.05 0.10 0.00 0.26
H 0.3195 1.9351 -1.8041 0.10 -0.10 -0.01 0.22
O -1.9492 -1.5845 -0.4132 -0.33 0.61 0.36 -1.03
H 0.6040 0.7563 1.9963 0.06 0.03 0.01 0.49
H -1.6337 0.7147 -0.6275 0.22 0.12 0.09 0.24
H -2.3529 -1.5763 -1.2926 -0.01 0.19 0.23 0.44
O 1.1567 1.1607 1.3157 -0.35 -0.21 -0.02 -0.67
C -1.0185 0.0885 0.0023 -2.01 -3.15 -0.95 -0.01
H -1.3164 -0.0512 1.0437 0.13 0.20 0.02 0.20
H 1.4162 2.8901 -0.6344 -0.24 0.09 0.12 0.22
C 0.7604 2.0491 -0.8251 -0.19 -0.31 0.23 -0.41
H 0.3017 -1.6613 1.2780 -0.08 0.03 -0.02 0.18
N 0.0522 -0.5450 -0.5414 1.16 2.94 0.82 -0.24
C 0.7280 -1.5433 0.2783 0.09 0.18 0.14 -0.45
```
Forces are in eV/Å.

multiplicity = 1
HOMO energy = -8.2 eV
frontier orbital gap = 7.84 eV
energy above the lowest of the compared OMol25 structures with the same formula, charge and spin = 162.7 kcal per mole
energy = -362.82629 Eh



No. 4
DFT (wB97M-V/def2-TZVPD) results for a 3-piece molecular cluster, C4H9NO2 overall.

XYZ file:
```
16
Properties=species:S:1:pos:R:3:forces:R:3:nbo_charge:R:1
O -0.4011 1.9843 -0.7811 -0.57 -0.13 -0.13 -0.53
N 0.9861 0.4822 1.5125 0.17 -0.01 -0.05 -0.83
H -1.5130 -0.5085 1.1013 0.05 -0.12 -0.12 0.20
C 1.2104 -0.8110 1.1204 0.08 -0.03 0.04 0.63
H -1.6248 1.0956 -2.1264 0.10 0.05 0.03 0.12
H 1.6859 0.0975 -1.8689 -0.06 0.15 0.01 -0.01
H 0.5603 -2.1446 -0.4867 -0.05 0.11 0.12 0.23
H 1.2851 0.7048 -1.6930 0.18 -0.19 -0.09 0.01
O 2.1579 -1.4745 1.5042 -0.27 0.22 -0.09 -0.60
H -2.2982 1.3959 -0.4045 0.08 0.04 -0.03 0.12
H 0.4790 1.1122 0.9011 0.02 -0.18 0.11 0.41
C -1.4510 1.4851 -1.1079 0.29 0.19 0.11 0.30
C 0.1735 -1.4159 0.2219 -0.23 -0.05 0.01 -0.26
H 1.7398 0.8955 2.0446 -0.09 -0.07 -0.07 0.40
H -1.8574 -1.7082 -0.2809 0.12 0.07 0.11 0.20
C -1.1325 -1.1905 0.3432 0.19 -0.04 0.04 -0.39
```
Forces are in eV/Å.

multiplicity = 1
structure (SMILES) = C=CC(N)=O.[H][H].C=O
HOMO energy = -9.7 eV
frontier orbital gap = 9.88 eV
energy above the lowest of the compared OMol25 structures with the same formula, charge and spin = 67.6 kcal per mole
energy = -362.97783 Eh



No. 5
DFT (wB97M-V/def2-TZVPD) results for a 2-piece molecular cluster, C4H9NO2 overall.

XYZ file:
```
16
Properties=species:S:1:pos:R:3:forces:R:3:nbo_charge:R:1
H 0.0572 1.0225 0.9876 0.07 0.18 0.06 0.20
H -0.2880 -0.1043 2.9168 0.07 -0.02 0.16 0.48
C 0.8040 0.3477 1.4177 0.04 0.25 -0.27 -0.14
H -0.1192 1.2969 -2.7474 -0.18 -0.09 0.01 0.25
C 0.6511 -0.9636 0.6844 -0.22 -0.45 0.22 0.12
H 1.7965 0.7791 1.2837 -0.02 -0.09 -0.10 0.18
C -0.0160 0.6461 -1.8743 -0.05 0.03 0.08 -0.74
H 0.6438 1.1733 -1.1860 0.03 -0.03 -0.01 0.23
H -0.4747 -2.4315 0.2006 0.13 0.10 0.09 0.34
O -1.8883 1.2918 -0.5238 0.26 -0.37 -0.25 -0.53
O 0.6165 0.2150 2.8059 -0.28 -0.19 0.17 -0.70
N -0.4787 -1.5408 0.7002 0.17 0.10 0.02 -0.63
H 1.5212 -1.3935 0.1898 0.15 -0.01 -0.11 0.16
H -1.8956 -0.4950 -1.4401 -0.04 -0.03 0.01 0.12
H 0.4407 -0.2922 -2.1988 -0.11 0.08 0.07 0.22
C -1.3706 0.4484 -1.2163 -0.02 0.53 -0.16 0.45
```
Forces are in eV/Å.

multiplicity = 1
structure (SMILES) = [H]/N=C/CO.CC=O
HOMO energy = -9.9 eV
frontier orbital gap = 10.73 eV
energy above the lowest of the compared OMol25 structures with the same formula, charge and spin = 57.9 kcal per mole
energy = -362.99326 Eh



No. 6
DFT (wB97M-V/def2-TZVPD) results for the molecule C4H9NO2 at a distorted geometry.

XYZ file:
```
16
Properties=species:S:1:pos:R:3:forces:R:3:nbo_charge:R:1
H 0.8643 -1.9238 -0.4929 -2.27 0.22 -1.26 0.29
C 0.1265 -1.3472 0.1372 0.17 -0.14 0.21 -0.55
H 2.4426 0.8527 1.2125 -0.14 0.10 0.23 0.40
O -0.7174 1.8242 0.0212 0.01 0.22 -0.11 -0.74
H -0.2144 0.7532 -1.7047 -0.01 0.14 0.03 0.17
H -0.5250 2.6467 -0.4461 -0.08 -0.11 0.11 0.48
C -1.0074 0.8151 -0.9502 0.01 -0.35 -0.26 -0.07
H 0.7356 1.1979 1.0209 0.09 -0.13 -0.05 0.42
C -1.1562 -0.5400 -0.2615 0.28 -0.12 -0.04 -0.43
N 1.4868 0.5332 1.1621 0.07 -0.15 0.02 -0.83
H -0.2048 -2.1499 0.7995 0.06 0.17 0.30 0.24
H -1.7825 -1.1653 -0.9102 0.25 0.00 0.04 0.23
C 1.3782 -0.7413 0.7297 0.37 0.06 0.19 0.67
H -1.7877 -0.3553 0.6273 0.44 -0.20 -0.14 0.22
H -1.9473 1.0866 -1.4542 0.19 -0.19 0.07 0.17
O 2.3419 -1.4980 0.6697 0.56 0.47 0.66 -0.66
```
Forces are in eV/Å.

multiplicity = 1
structure (SMILES) = NC(=O)CCCO
HOMO energy = -9.4 eV
frontier orbital gap = 10.04 eV
energy above the lowest of the compared OMol25 structures with the same formula, charge and spin = 32.7 kcal per mole
energy = -363.03340 Eh



No. 7
DFT (wB97M-V/def2-TZVPD) results for the molecule C4H9NO2 at a distorted geometry.

XYZ file:
```
16
Properties=species:S:1:pos:R:3:forces:R:3:nbo_charge:R:1
O -0.7504 1.9136 0.3663 0.12 -0.91 -1.51 -0.79
H -1.8087 -1.0613 -0.9538 0.17 0.23 0.10 0.23
C -1.0917 -0.5895 -0.2657 -0.17 0.45 0.13 -0.46
O 2.3023 -1.5305 0.8135 -0.23 0.34 -0.26 -0.63
H 0.3040 1.1974 0.8619 1.94 -1.96 -0.37 0.45
C -0.6662 0.7535 -0.8728 -0.71 1.06 0.49 -0.03
H -1.4381 1.2473 -1.4184 -0.60 -0.23 -0.71 0.20
C 1.2878 -0.8837 0.5883 -0.05 0.12 0.21 0.67
N 1.1994 0.4800 0.6752 0.32 0.09 1.00 -0.92
H 0.3292 -2.1891 -0.7894 -0.02 0.32 0.18 0.23
H -0.3266 2.7848 0.1974 -0.34 -0.88 -0.57 0.49
C 0.0302 -1.5822 0.0796 -0.04 0.26 0.03 -0.51
H -0.2963 -2.3131 0.8327 0.01 0.28 -0.16 0.24
H -1.6595 -0.3305 0.6289 -0.10 -0.12 0.07 0.23
H 2.1217 0.8827 0.7300 0.14 0.08 0.49 0.39
H 0.2594 0.6411 -1.4763 -0.44 0.87 0.89 0.22
```
Forces are in eV/Å.

multiplicity = 1
structure (SMILES) = NC(=O)CCCO
HOMO energy = -9.1 eV
frontier orbital gap = 9.65 eV
energy above the lowest of the compared OMol25 structures with the same formula, charge and spin = 61.8 kcal per mole
energy = -362.98706 Eh



No. 8
DFT (wB97M-V/def2-TZVPD) results for the molecule C4H9NO2.

XYZ file:
```
16
Properties=species:S:1:pos:R:3:forces:R:3:nbo_charge:R:1
H -1.8299 -1.1348 -0.5018 0.22 0.12 0.21 0.22
H 0.6758 -1.0447 -1.1259 0.77 -0.27 0.02 0.22
C 0.3151 -1.2349 -0.1156 -0.58 0.29 -0.29 -0.51
H -1.3102 -0.1824 0.9004 -0.15 -0.02 -0.12 0.22
C 1.3677 -0.8991 0.9572 -0.10 0.03 -0.04 0.67
N 1.3393 0.3789 1.3993 0.01 0.12 -0.02 -0.84
C -1.1535 0.8098 -1.0031 -0.15 -0.41 0.00 -0.06
H 0.8378 1.0705 0.8583 0.08 0.09 0.18 0.42
H -0.1226 2.4842 -1.1811 -0.06 -0.14 0.15 0.48
C -1.0470 -0.4577 -0.1266 0.06 -0.04 0.19 -0.43
O -0.2686 1.8098 -0.5073 0.13 0.20 -0.13 -0.75
H -0.9426 0.6086 -2.0680 0.14 -0.18 0.34 0.16
H -2.1907 1.1860 -0.9716 0.24 -0.17 0.14 0.17
O 2.1350 -1.7362 1.4073 -0.41 0.13 -0.34 -0.63
H 2.0210 0.6590 2.0872 -0.04 -0.04 -0.14 0.40
H 0.1734 -2.3171 -0.0086 -0.17 0.30 -0.13 0.24
```
Forces are in eV/Å.

multiplicity = 1
structure (SMILES) = NC(=O)CCCO
HOMO energy = -9.4 eV
frontier orbital gap = 9.99 eV
energy above the lowest of the compared OMol25 structures with the same formula, charge and spin = 15.7 kcal per mole
energy = -363.06057 Eh